Entry from the OMol25 dataset: a structure of composition C17H18N2O in a non-equilibrium geometry (the ωB97M-V functional and the def2-TZVPD basis).

XYZ file:
```
38
Properties=species:S:1:pos:R:3:forces:R:3:lowdin_charge:R:1
O 4.449 1.934 -0.196 2.35 -1.49 -1.73 0.03
N -1.194 -0.187 0.950 1.50 10.61 -6.14 0.06
N -0.460 1.982 -0.083 -0.58 -5.00 -0.72 0.19
C -0.073 0.737 0.255 -0.83 -0.45 4.46 -0.23
C -0.251 -2.665 -0.820 -9.59 -0.86 -2.77 -0.23
C 5.757 1.358 -0.258 0.66 2.37 2.91 -0.01
C 3.660 0.870 0.221 2.77 3.87 -1.33 -0.32
C 4.508 -0.042 0.577 -7.65 -4.68 2.47 -0.16
C -1.120 -1.473 1.384 1.71 0.53 -1.99 -0.26
C -1.818 1.676 -0.179 -1.30 11.08 -3.19 -0.23
C -4.173 2.690 -0.266 6.28 -8.45 2.09 -0.04
C -1.262 -2.389 0.290 -5.70 -7.38 -0.84 -0.22
C 2.335 1.047 0.110 -5.93 4.00 -0.60 -0.02
C -4.476 1.232 0.273 -5.87 7.28 -2.00 -0.07
C -3.651 0.353 0.589 5.20 -1.44 0.18 -0.08
C 1.250 0.367 0.627 4.03 -2.19 -1.53 -0.03
C -2.889 2.897 -0.567 3.41 -0.91 0.67 0.04
C -0.553 -1.682 -1.889 0.51 -0.11 -2.22 -0.11
C 5.738 0.188 0.557 7.85 4.03 -3.64 -0.04
C -2.278 0.648 0.379 -0.76 -8.18 4.34 -0.20
H 6.542 -0.420 0.881 0.63 -0.32 -0.07 0.11
H -0.402 -0.647 -1.844 0.21 1.89 1.96 0.04
H 3.997 -0.860 0.853 -0.95 -3.59 1.55 0.10
H -1.751 -1.388 2.181 -1.78 -1.67 2.47 0.12
H -5.535 1.041 0.480 0.21 0.20 -0.20 0.11
H -4.952 3.163 -0.472 -6.27 4.75 -1.62 0.00
H 0.586 -2.680 -0.444 9.10 -0.09 3.38 0.00
H 2.110 2.172 -0.408 0.34 -3.33 1.41 0.20
H 0.131 -1.713 -2.741 -0.50 -1.32 -0.70 0.08
H -2.434 3.899 -0.930 -0.82 -1.98 0.51 0.12
H -3.907 -0.494 1.075 -0.87 -2.80 1.27 0.09
H -0.534 -3.738 -1.201 0.78 2.01 0.56 0.16
H -1.443 -3.448 0.848 0.72 1.88 -0.97 0.15
H 1.574 -0.733 0.956 -1.33 2.46 -0.27 0.15
H 6.615 2.084 -0.446 -1.57 -1.06 0.05 0.14
H -2.376 -2.442 -0.265 2.62 0.92 1.46 0.17
H -0.101 -1.598 1.616 1.33 -0.24 1.63 0.10
H -1.618 -1.738 -2.097 0.11 -0.35 -0.83 0.08
```
Forces are in eV/Å.

Results
energy relative to the best compared isomer or geometry (same formula, charge and spin)	1163.0	kJ/mol
LUMO level	-0.433	eV
F_max	12.351	eV Å⁻¹
net charge	0

---

Entry from the OMol25 dataset: a structure of composition C18H26ClNO7PtSi (the ωB97M-V functional and the def2-TZVPD basis).

XYZ file:
```
55
Properties=species:S:1:pos:R:3:forces:R:3:lowdin_charge:R:1
Pt 0.849 1.395 -0.014 -0.16 -0.14 0.34 0.93
Cl 3.534 4.103 -1.554 -0.01 0.00 0.00 0.52
Si -0.630 -0.269 -0.359 -0.26 -0.33 -0.11 0.60
O -0.071 3.173 1.948 0.18 -0.11 -0.01 -0.07
O 3.373 0.083 -0.017 0.04 0.21 0.13 -0.07
O 4.004 -1.624 1.298 -0.01 -0.02 0.05 -0.05
O 1.396 -1.418 5.439 -0.03 0.00 0.02 0.05
O 1.039 3.571 -3.470 0.01 -0.06 0.02 0.00
O -0.963 2.599 3.934 -0.02 -0.09 -0.04 -0.06
O 0.416 2.155 -1.873 0.33 0.33 0.24 -0.25
N 1.289 0.678 1.884 0.12 0.32 -0.33 -0.03
C 3.298 -0.646 0.987 -0.14 -0.09 -0.11 -0.68
C -0.816 -1.333 1.205 -0.05 -0.06 -0.08 -0.18
C 2.243 -1.036 3.223 0.04 0.05 0.05 0.03
C -2.507 1.157 -2.035 -0.06 0.00 -0.01 -0.11
C 0.555 1.080 2.942 -0.13 0.14 0.09 -0.16
C -2.743 1.412 0.426 0.05 -0.01 0.05 -0.11
C -1.127 -2.460 -2.203 0.01 0.01 0.00 -0.12
C 2.188 -0.312 2.047 0.27 -0.04 0.01 -0.17
C 2.781 2.597 -2.179 -0.06 -0.07 -0.02 -0.51
C -0.259 2.423 2.920 -0.05 0.02 -0.08 -0.68
C 1.394 -0.713 4.266 0.03 0.07 -0.06 -0.29
C 0.521 -0.757 -2.962 0.00 -0.04 -0.02 -0.11
C 1.117 -2.326 -1.148 -0.04 0.04 0.05 -0.11
C 1.300 2.827 -2.535 -0.04 -0.10 -0.15 -0.72
C -2.414 0.417 -0.696 0.06 0.03 -0.06 -0.63
C -3.496 -0.673 -0.667 0.01 -0.01 0.09 -0.12
C 0.567 0.385 4.138 0.07 0.01 0.02 0.04
C -0.031 -1.495 -1.738 0.03 0.06 -0.01 -0.63
H -1.656 -2.928 -1.368 0.02 -0.01 0.00 0.07
H -2.012 2.219 0.495 0.02 0.02 -0.02 0.06
H -1.248 -0.745 2.017 -0.04 -0.04 -0.03 0.03
H 2.948 1.813 -1.442 -0.02 0.02 0.09 0.02
H -3.500 1.619 -2.132 -0.02 -0.03 0.00 0.07
H 3.311 2.346 -3.095 -0.02 0.04 -0.03 0.07
H -3.460 -1.330 -1.536 0.03 0.00 0.00 0.05
H 1.529 -2.981 -1.928 0.02 0.01 0.00 0.08
H -0.235 -0.148 -3.461 -0.01 0.03 0.02 0.07
H -2.380 0.475 -2.882 0.01 -0.01 0.00 0.06
H 2.046 -2.122 5.349 0.01 -0.03 0.00 0.10
H 1.338 -0.096 -2.675 0.03 -0.03 0.00 0.06
H -0.060 0.753 4.936 -0.01 -0.01 0.01 0.12
H -1.753 1.938 -2.119 -0.03 -0.02 0.00 0.06
H -1.459 -2.202 1.032 0.00 0.00 -0.03 0.02
H 1.926 -1.689 -0.782 -0.05 -0.06 -0.06 0.06
H -3.735 1.847 0.244 0.01 0.02 0.01 0.08
H 0.776 -2.966 -0.330 0.02 0.01 0.01 0.07
H -1.865 -1.961 -2.836 -0.02 0.02 0.02 0.06
H 0.156 -1.696 1.542 -0.12 -0.04 -0.02 0.01
H -4.485 -0.195 -0.657 -0.01 0.00 -0.02 0.07
H 0.906 -1.488 -3.688 -0.01 0.00 0.00 0.08
H 2.985 -1.823 3.272 0.00 -0.01 0.01 0.12
H -0.675 -3.265 -2.800 0.00 0.00 -0.02 0.07
H -2.776 0.926 1.405 0.01 0.01 0.00 0.07
H -3.428 -1.294 0.230 -0.02 0.01 0.00 0.06
```
Forces are in eV/Å.

Results
energy relative to the best compared isomer or geometry (same formula, charge and spin)	0.0	kJ/mol
LUMO level	4.509	eV
F_max	0.525	eV Å⁻¹
net charge	-2

---

Entry from the OMol25 dataset: a structure of composition C14H50B2O7Sr in a non-equilibrium geometry (the ωB97M-V functional and the def2-TZVPD basis).

XYZ file:
```
74
Properties=species:S:1:pos:R:3:forces:R:3:lowdin_charge:R:1
Sr 0.976 0.166 2.164 -0.31 -0.80 0.18 1.46
O 1.981 -1.733 -2.693 0.41 -0.13 -0.44 -0.09
O 0.859 2.578 1.348 0.34 0.01 0.24 -0.23
O -1.167 -3.584 3.047 -0.19 0.31 0.53 -0.11
O 0.805 2.183 -1.447 -0.26 0.20 -0.21 -0.14
O -1.267 -0.711 3.030 -0.29 0.71 0.37 -0.21
O 4.741 2.132 0.936 -0.17 -0.06 -0.50 -0.09
O -2.476 -1.553 -0.316 -0.72 -0.24 0.27 -0.12
C -2.061 -5.429 1.818 -0.08 -0.35 0.71 -0.09
C -3.319 -1.484 -1.475 1.46 0.17 0.23 -0.29
C 4.589 1.774 -0.472 0.07 0.32 0.81 -0.27
C -1.564 2.645 -1.740 0.11 -0.42 -0.74 -0.06
C -2.638 -0.282 2.808 0.62 -0.48 -0.32 -0.25
C 0.495 3.807 1.976 0.04 0.77 0.29 -0.28
C 1.697 -0.791 -3.713 -0.72 0.43 0.50 -0.31
C 4.152 3.001 -1.235 -0.39 0.13 0.40 -0.08
C -2.632 1.117 2.266 0.16 0.53 -0.41 -0.08
C 0.284 -0.990 -4.262 0.16 -0.81 -0.27 -0.09
C -1.081 -4.266 1.809 -0.15 -0.75 -0.68 -0.30
C 0.969 5.011 1.173 -0.76 0.02 0.13 -0.06
C -2.989 -2.570 -2.485 -0.25 0.06 -0.44 -0.08
C -0.210 2.553 -2.422 1.04 0.01 0.90 -0.25
B 0.362 -0.662 -0.281 -0.52 -0.17 -0.52 -0.47
B 1.868 -2.194 3.244 1.13 -0.65 0.17 -0.45
H -1.335 -1.574 3.465 0.27 -0.28 -0.41 0.07
H 1.493 -0.340 -0.317 1.17 0.17 0.05 0.01
H -0.288 -3.294 3.328 0.21 -0.29 -0.26 0.02
H 4.855 3.825 -1.110 0.22 -0.13 -0.19 0.08
H -1.897 1.651 -1.431 0.04 0.02 0.10 0.06
H -0.590 3.847 2.114 -0.01 -0.12 -0.18 0.11
H 2.468 -0.893 -4.472 -0.04 0.02 -0.13 0.11
H -3.421 -3.528 -2.201 0.13 -0.05 0.04 0.07
H -0.244 0.240 0.153 -0.83 1.29 0.04 -0.05
H 2.858 -2.100 2.534 -0.05 0.17 -0.19 -0.01
H -1.484 3.281 -0.861 -0.15 0.16 -0.03 0.07
H -1.914 -2.684 -2.638 0.01 0.02 0.28 0.06
H -1.944 -5.976 2.761 0.00 0.13 -0.01 0.07
H -2.005 1.242 1.374 0.05 -0.43 0.06 0.06
H -3.629 1.392 1.917 -0.06 0.09 0.30 0.09
H 0.862 5.917 1.772 0.21 -0.06 0.09 0.08
H -0.135 1.833 -3.240 -0.44 0.00 -0.05 0.10
H 3.835 0.988 -0.541 0.11 -0.11 -0.27 0.10
H 1.951 -3.158 3.965 -0.16 -0.07 -0.13 0.00
H -2.265 1.850 2.991 -0.26 -0.06 0.14 0.08
H 4.151 1.566 1.435 0.17 -0.05 0.12 0.05
H 1.535 -1.426 -1.900 -0.01 -0.15 0.09 -0.01
H 1.730 0.228 -3.295 0.34 -0.06 -0.12 0.10
H -2.298 3.017 -2.458 -0.09 0.18 0.23 0.08
H 0.902 -2.156 2.582 -0.85 -0.31 -0.70 -0.11
H -0.446 -0.979 -3.448 0.07 0.28 -0.11 0.04
H 0.511 1.347 -1.055 0.08 -0.07 -0.10 -0.01
H 1.177 2.779 0.447 -0.37 -0.25 -0.18 0.06
H 0.135 -1.480 0.520 0.17 -1.04 0.53 -0.01
H 1.820 -1.244 3.940 -0.01 1.24 0.97 -0.09
H 0.207 -1.990 -4.705 0.03 0.10 -0.01 0.08
H -3.129 -0.502 -1.926 -0.49 0.00 -0.13 0.10
H 5.557 1.399 -0.800 -0.06 -0.11 -0.16 0.11
H 3.963 2.783 -2.285 0.13 0.04 -0.06 0.08
H -1.311 -3.611 0.963 0.09 0.21 0.16 0.10
H -0.089 -4.695 1.640 0.14 0.31 0.21 0.12
H -3.380 -2.292 -3.470 -0.17 -0.09 0.10 0.08
H -3.054 -0.980 2.079 -0.18 0.11 0.03 0.11
H 0.137 3.517 -2.795 -0.22 0.05 -0.08 0.11
H -1.559 -1.350 -0.551 -0.24 -0.12 -0.17 -0.02
H -3.103 -5.109 1.774 0.04 0.07 -0.15 0.07
H 0.918 3.866 2.984 0.20 -0.33 -0.11 0.12
H 0.301 5.168 0.323 0.31 -0.16 -0.23 0.08
H -0.072 -0.963 -1.359 0.02 0.11 0.00 0.03
H 0.011 -0.273 -5.037 0.04 0.16 0.09 0.07
H 2.003 4.896 0.856 0.05 0.06 -0.03 0.08
H 3.214 3.349 -0.793 -0.06 -0.04 -0.19 0.04
H -1.864 -6.175 1.048 -0.02 0.31 -0.30 0.07
H -3.171 -0.357 3.756 -0.11 0.10 -0.04 0.12
H -4.338 -1.569 -1.110 -0.11 0.16 -0.08 0.11
```
Forces are in eV/Å.

Results
LUMO level	-0.448	eV
F_max	1.576	eV Å⁻¹
net charge	0

---

Entry from the OMol25 dataset: a structure of composition C30H70N10O14SY in a non-equilibrium geometry (the ωB97M-V functional and the def2-TZVPD basis).

XYZ file:
```
126
Properties=species:S:1:pos:R:3:forces:R:3:lowdin_spin:R:1
Y 11.900 -7.249 5.458 -0.02 -2.21 2.09 0.00
S 10.308 -9.599 6.334 1.46 0.45 -1.21 0.00
O 8.783 -14.672 11.162 -0.16 -0.32 0.23 0.79
O 13.279 -6.814 7.261 -2.24 -0.35 -2.74 0.00
O 11.538 -9.050 6.844 4.28 1.37 3.50 0.00
O 6.490 -8.628 2.536 0.60 -0.43 1.07 0.00
O 8.580 -9.063 12.085 -0.34 -0.60 0.93 0.00
O 10.638 -10.882 5.824 -1.28 -2.40 -0.33 0.00
O 10.217 -8.611 5.230 -2.91 0.99 -2.76 0.00
O 15.247 -8.502 10.872 0.42 -0.10 -0.12 0.00
O 12.647 -15.303 4.753 1.36 -3.32 -2.07 0.00
O 4.907 -11.202 5.283 1.98 1.65 1.23 0.00
O 13.915 -8.610 4.924 0.09 -0.51 -0.25 0.00
O 11.784 -7.497 3.237 0.28 0.86 0.49 0.00
O 9.251 -9.502 7.319 -0.99 -0.62 -0.01 0.00
O 10.355 -6.536 7.123 -0.04 0.64 -0.43 0.00
N 14.393 -6.381 9.075 -0.31 0.64 0.35 0.00
N 8.056 -9.509 9.937 2.65 0.99 0.57 0.00
N 14.712 -9.825 9.242 -2.76 -2.93 -2.75 0.00
N 11.359 -6.279 1.394 0.26 -0.51 1.34 0.00
N 11.403 -13.462 4.685 -1.56 2.00 -2.40 0.00
N 15.117 -10.559 4.964 -2.22 2.06 0.25 0.00
N 9.847 -12.875 10.363 -0.44 -0.42 1.49 0.05
N 6.965 -11.124 6.197 3.79 -3.93 1.35 0.00
N 7.629 -6.642 2.228 0.04 -0.87 -1.46 0.00
N 8.328 -7.004 7.952 -0.63 -0.17 -0.12 0.00
C 11.048 -8.750 1.391 -0.01 -0.33 -0.33 0.00
C 10.210 -11.906 9.350 0.43 1.34 0.50 0.01
C 6.808 -10.069 10.181 -1.83 -0.78 -0.56 0.00
C 14.667 -9.428 4.328 -0.40 0.31 0.79 0.00
C 13.233 -5.855 9.843 0.36 -2.07 0.83 0.00
C 7.111 -6.761 8.698 -1.00 0.65 0.65 0.00
C 9.329 -6.184 7.760 -0.11 1.93 0.81 0.00
C 6.315 -7.548 0.422 -0.65 -0.19 0.42 0.00
C 15.737 -7.026 7.206 -0.54 -0.77 0.10 0.00
C 10.110 -8.237 10.467 0.25 -1.34 0.32 0.00
C 12.131 -14.398 5.292 -0.13 2.22 2.10 0.00
C 6.029 -9.126 5.988 -1.41 2.31 0.56 0.00
C 12.443 -14.163 6.775 -0.72 0.87 -0.41 0.00
C 11.299 -13.396 3.164 1.06 -0.90 1.31 0.00
C 5.884 -10.585 5.786 -3.81 0.19 -2.68 0.00
C 9.599 -14.770 8.925 -1.09 -1.21 -0.37 0.05
C 15.069 -9.136 2.896 -0.03 -1.09 0.00 0.00
C 10.696 -5.862 0.181 -0.76 -1.17 -0.94 0.00
C 9.378 -14.084 10.218 1.22 0.91 -1.40 0.08
C 8.872 -8.997 10.919 -0.36 1.25 -0.69 0.00
C 6.850 -7.716 1.843 -1.02 1.20 -1.06 0.00
C 7.190 -12.581 6.149 -0.54 0.45 0.62 0.00
C 14.348 -6.833 7.837 2.48 1.75 1.14 0.00
C 14.663 -10.817 6.385 2.06 -0.65 -0.44 0.00
C 9.283 -4.708 8.368 1.06 -1.81 -1.90 0.00
C 15.576 -9.382 10.066 2.38 3.48 4.18 0.00
C 13.298 -9.683 9.470 -1.87 -0.36 -0.57 0.00
C 8.181 -6.454 3.531 -0.11 0.75 -0.22 0.00
C 16.992 -9.828 9.995 1.21 -0.22 -0.45 0.00
C 11.361 -7.477 2.068 0.41 1.65 -0.89 0.00
H 8.661 -7.370 3.875 -0.35 0.11 0.50 0.00
H 8.235 -9.373 8.952 0.69 0.14 0.47 0.00
H 8.501 -4.087 7.932 -0.34 -0.29 0.44 0.00
H 7.111 -7.752 -0.294 -0.30 0.30 -0.30 0.00
H 6.967 -8.739 6.387 0.40 -0.67 -0.31 0.00
H 15.882 -11.084 4.564 -0.25 -0.12 0.08 0.00
H 6.031 -9.315 10.304 -0.22 0.03 -0.02 0.00
H 16.148 -9.006 2.817 -0.04 0.19 -0.07 0.00
H 9.366 -4.684 9.455 -0.25 0.02 -0.16 0.00
H 13.335 -4.855 10.264 0.29 -0.02 -0.56 0.00
H 17.168 -10.858 9.686 -0.29 -0.22 0.32 0.00
H 9.303 -11.364 9.082 0.13 -0.45 -1.00 0.00
H 7.801 -5.974 1.491 -0.12 0.00 0.39 0.00
H 14.809 -10.012 2.301 0.21 -0.24 -0.04 0.00
H 6.551 -5.878 8.390 0.58 0.41 -0.15 0.00
H 12.901 -10.261 10.304 0.51 0.16 0.60 0.00
H 7.027 -12.999 7.142 0.19 -0.08 0.33 0.00
H 9.904 -7.190 10.246 -0.02 -0.27 -0.42 0.00
H 12.850 -8.690 9.507 0.89 0.23 0.26 0.00
H 12.744 -10.096 8.627 0.35 -0.11 -0.38 0.00
H 13.504 -13.915 6.798 0.04 -0.54 0.35 0.00
H 11.219 -12.563 5.107 -0.09 -0.24 0.49 0.00
H 9.616 -5.806 0.318 -0.02 0.01 0.09 0.00
H 10.757 -14.273 2.810 0.17 0.14 -0.10 0.00
H 7.383 -6.018 4.131 0.17 -0.58 0.84 0.00
H 10.751 -11.102 9.849 0.12 -0.18 0.48 0.00
H 7.278 -6.695 9.773 0.24 0.11 0.03 0.00
H 5.792 -6.597 0.321 0.85 0.58 -0.23 0.00
H 10.524 -8.867 9.680 0.18 0.87 -0.78 0.00
H 16.480 -6.426 7.732 -0.16 0.10 -0.16 0.00
H 10.345 -15.553 9.061 0.09 0.07 -0.04 0.00
H 15.714 -6.790 6.143 -0.06 0.09 0.15 0.00
H 15.613 -10.769 6.916 -0.11 0.13 0.44 0.00
H 10.202 -4.388 7.878 0.15 0.68 0.65 0.00
H 5.805 -8.480 5.139 -0.34 -0.43 -0.13 0.00
H 6.687 -10.763 11.013 0.54 0.00 0.00 0.00
H 15.255 -6.586 9.559 -0.20 0.30 0.51 0.00
H 7.660 -10.552 6.655 0.03 -0.24 -0.30 0.00
H 11.011 -4.897 -0.217 0.45 -0.18 0.44 0.00
H 8.655 -15.264 8.694 0.04 -0.24 -0.22 0.00
H 17.540 -9.275 9.232 -0.23 0.37 -0.24 0.00
H 10.879 -12.491 2.723 -0.43 0.08 0.90 0.00
H 11.770 -5.506 1.899 -0.06 -0.24 0.37 0.00
H 5.442 -8.182 0.266 0.57 -0.75 0.08 0.00
H 9.833 -14.105 8.094 0.15 0.15 0.40 0.01
H 8.201 -12.826 5.823 -0.14 0.09 -0.25 0.00
H 10.869 -6.626 -0.577 -0.02 0.17 -0.23 0.00
H 8.495 -7.931 7.586 0.04 -0.29 -0.21 0.00
H 5.344 -8.893 6.803 -0.55 0.32 -0.13 0.00
H 12.142 -15.022 7.373 0.49 0.00 -0.09 0.00
H 6.395 -13.044 5.566 0.33 0.23 -0.41 0.00
H 11.920 -13.270 7.115 -0.12 0.07 0.20 0.00
H 6.321 -7.504 8.593 0.67 -0.63 -0.42 0.00
H 8.908 -5.645 3.449 0.36 -0.06 0.05 0.00
H 10.947 -12.229 8.614 -0.82 -0.42 -0.27 0.00
H 9.649 -12.532 11.293 0.18 0.69 0.19 0.00
H 13.961 -10.140 6.873 0.06 0.30 -1.10 0.00
H 12.263 -6.049 9.384 0.39 0.44 -0.72 0.00
H 14.328 -11.841 6.547 -0.26 0.00 -0.60 0.00
H 13.198 -6.564 10.670 -0.04 0.30 0.59 0.00
H 14.508 -8.330 2.422 0.21 0.24 0.63 0.00
H 11.369 -9.614 1.973 -0.05 0.35 0.33 0.00
H 6.702 -10.574 9.220 -1.33 -0.56 0.23 0.00
H 16.054 -8.065 7.299 -0.09 -0.14 -0.06 0.00
H 12.332 -13.411 2.818 -0.02 -0.42 -0.35 0.00
H 11.647 -8.760 0.481 -0.50 -0.10 -0.41 0.00
H 9.975 -8.858 1.231 0.02 0.07 -0.41 0.00
H 17.539 -9.587 10.907 -0.40 -0.26 0.11 0.00
H 14.955 -10.757 8.938 -0.12 0.05 -0.52 0.00
H 10.852 -8.268 11.265 -0.24 0.09 0.24 0.00
```
Forces are in eV/Å.

Results
LUMO level (spin up / spin down)	-5.180 / -9.671	eV
F_max	5.931	eV Å⁻¹
spin multiplicity	2
net charge	+2